[1]
Molecular formula: C35H42N5O3PRuSeTe
Method: DFT, ωB97M-V/def2-TZVPD

Kohn-Sham gap (alpha / beta), eV: 8.1 / 6.2
Net charge: +1
Spin multiplicity: 6
E, eV: -135073.977
HOMO level (alpha / beta), eV: -10.2021 / -10.8900

XYZ file:
```
89
Properties=species:S:1:pos:R:3:forces:R:3
Ru -0.63588 0.23060 0.73053 0.681 -0.304 0.727
O 3.65115 0.34317 -0.37482 -0.140 0.165 0.027
C 2.53735 0.72944 -0.07060 0.150 0.067 -0.147
O 1.54631 -0.05114 0.22333 -0.129 0.027 0.101
C 2.21356 2.22765 -0.04101 -0.065 -0.103 -0.070
P 0.41952 2.36666 -0.19272 -0.315 -0.016 -0.231
C -0.00636 1.84160 -1.88608 0.100 0.085 -0.064
C -1.36150 1.79126 -2.22494 0.020 0.030 -0.040
C -1.75489 1.41934 -3.50213 0.010 0.024 0.017
C -0.79654 1.08971 -4.44970 -0.008 0.010 -0.013
C 0.55029 1.11444 -4.11228 -0.009 -0.004 -0.051
C 0.94815 1.47728 -2.83554 0.018 0.015 0.077
C -0.05064 4.10565 -0.05708 0.105 -0.024 0.046
C -1.38498 4.46431 0.12240 -0.080 -0.064 -0.019
C -1.74381 5.79983 0.18205 0.000 0.048 0.003
C -0.77281 6.78636 0.08170 -0.002 -0.007 0.001
C 0.55966 6.43546 -0.07653 -0.021 0.026 0.012
C 0.92268 5.10001 -0.14612 0.043 0.028 -0.009
H 2.75888 2.75942 -0.82044 0.012 -0.039 0.011
H 2.51832 2.63245 0.92527 -0.004 0.033 0.067
H -2.11524 2.08679 -1.50303 0.021 0.007 0.027
H -2.80592 1.41106 -3.76060 -0.005 -0.002 -0.020
H -1.09682 0.82117 -5.45434 -0.012 -0.001 -0.004
H 1.29957 0.86053 -4.85008 0.007 0.000 0.004
H 2.00452 1.48672 -2.59422 -0.013 -0.002 -0.005
H -2.14589 3.70530 0.25057 0.026 0.002 -0.016
H -2.78133 6.07086 0.32412 0.000 -0.001 0.002
H -1.05437 7.82922 0.13943 0.002 0.002 -0.005
H 1.32041 7.20120 -0.14461 0.002 0.001 0.002
H 1.96730 4.84779 -0.26790 0.000 -0.023 -0.007
C -4.35267 0.43746 -0.87764 -0.042 -0.005 -0.007
Te -3.44862 -0.42763 0.84268 -0.086 0.136 -0.062
C -3.67040 -2.41876 0.14527 -0.050 0.017 -0.053
H -3.79964 0.15800 -1.77097 0.007 -0.016 0.025
H -4.35279 1.51831 -0.75606 -0.004 0.004 0.015
H -5.37825 0.08298 -0.93877 -0.002 0.002 0.004
H -4.72324 -2.68276 0.21204 0.003 0.019 -0.015
H -3.07920 -3.07098 0.77952 0.008 -0.007 0.037
H -3.31479 -2.48729 -0.87866 0.011 -0.003 0.003
C 0.29724 -5.27090 -3.07336 0.023 -0.041 0.046
C -0.85674 -4.50076 -3.70834 -0.035 0.010 -0.060
C -1.48497 -3.43092 -2.81215 -0.021 0.059 0.013
C -0.75049 -2.09469 -2.76084 -0.048 -0.027 -0.078
N 0.61763 -2.19392 -2.27203 0.242 -0.048 0.105
C 0.98973 -2.39837 -0.99461 -0.019 0.013 0.179
Se -0.18072 -2.39058 0.47565 -0.094 -0.144 -0.229
N 2.32223 -2.52495 -0.93227 -0.183 0.059 -0.147
C 3.14389 -2.68392 0.26712 0.043 -0.005 0.038
C 3.86950 -4.02688 0.29423 -0.002 -0.004 0.030
C 2.96176 -5.25363 0.22076 0.064 0.011 -0.020
C 2.09004 -5.43890 1.45543 0.003 -0.026 0.061
C 2.84115 -2.33985 -2.20391 -0.075 0.007 -0.159
C 4.15213 -2.29302 -2.66554 -0.021 0.012 0.016
C 4.32629 -2.09192 -4.01868 0.071 0.004 -0.003
C 3.23729 -1.94741 -4.88870 -0.016 0.012 -0.068
C 1.93564 -1.97238 -4.43029 -0.003 -0.013 0.046
C 1.75915 -2.15105 -3.06217 0.119 -0.045 0.035
H 0.56533 -6.13498 -3.68123 -0.003 0.008 -0.010
H 0.01482 -5.63997 -2.08415 -0.006 -0.003 -0.004
H 1.19848 -4.66910 -2.96165 0.027 0.030 0.010
H -1.63936 -5.21508 -3.97132 -0.009 0.006 0.014
H -0.53872 -4.05228 -4.65550 0.017 0.006 0.006
H -1.59017 -3.82239 -1.79676 0.011 0.005 0.006
H -2.49591 -3.20684 -3.16616 0.005 -0.004 -0.020
H -1.27836 -1.37477 -2.12967 -0.018 -0.044 0.019
H -0.68501 -1.65398 -3.75566 -0.021 -0.023 0.022
H 2.47593 -2.55973 1.11694 -0.004 -0.033 -0.007
H 3.83401 -1.83844 0.26922 -0.009 -0.087 0.042
H 4.44426 -4.05559 1.22444 0.001 0.014 -0.001
H 4.60626 -4.06192 -0.51135 -0.049 -0.018 -0.023
H 3.58915 -6.13728 0.08720 0.012 0.013 0.007
H 2.33823 -5.19685 -0.67624 -0.035 0.012 -0.023
H 2.70513 -5.49422 2.35629 0.012 -0.011 0.005
H 1.51014 -6.36012 1.39711 -0.001 -0.002 -0.021
H 1.38446 -4.61827 1.58442 -0.031 0.045 -0.002
H 4.99568 -2.38447 -1.99720 -0.012 -0.004 0.006
H 5.32895 -2.04241 -4.42051 0.001 -0.003 0.001
H 3.42421 -1.80742 -5.94489 -0.004 -0.006 -0.001
H 1.10090 -1.85628 -5.10755 -0.012 -0.005 0.003
N 0.91525 -0.80175 4.11790 -0.049 0.008 -0.027
C -0.00183 -0.18098 3.38179 -0.001 0.273 0.109
O -0.97606 -0.78364 2.86516 0.005 -0.056 -0.209
C 0.12172 1.24197 3.09439 -0.110 -0.208 -0.198
C 1.29674 1.97805 3.35147 0.162 0.175 0.182
N 2.27271 2.54953 3.57496 0.003 -0.053 -0.099
C -1.08024 1.87314 2.71778 -0.208 0.046 -0.113
N -2.08302 2.24278 2.26555 0.016 -0.022 0.150
H 1.65864 -0.29895 4.57311 0.012 0.021 -0.004
H 0.85061 -1.79967 4.22408 0.013 -0.046 0.006
```
Forces are in eV/Å.

[2]
Molecular formula: CH9N2
Method: DFT, ωB97M-V/def2-TZVPD

Kohn-Sham gap (alpha / beta), eV: 4.5 / 11.3
Spin multiplicity: 2
E, eV: -4159.853
HOMO level (alpha / beta), eV: -3.2952 / -10.5878

XYZ file:
```
12
Properties=species:S:1:pos:R:3:forces:R:3
N 1.80223 0.75722 1.02456 -0.164 0.210 -1.712
H 2.65462 0.27566 0.76451 -0.015 -0.463 1.026
H 1.59824 0.97080 1.98525 0.666 0.073 0.213
H -0.10550 0.27516 0.49042 0.094 -1.550 -0.517
H 1.85957 1.57110 0.42116 -0.424 0.419 0.551
C -1.20302 -0.35891 -1.20832 -0.328 -0.029 -1.577
N -0.72150 -0.55394 0.17128 -0.266 0.710 0.409
H -1.95611 0.41757 -1.18635 0.060 0.373 -0.077
H -0.39157 -0.10711 -1.90949 -0.158 0.147 0.651
H -1.68916 -1.23122 -1.67980 0.270 -0.005 0.909
H -0.32810 -1.52272 0.28315 0.540 0.325 0.189
H -1.51969 -0.49361 0.84363 -0.274 -0.210 -0.067
```
Forces are in eV/Å.